Record 1
A molecular structure, C26H23AsCl2HfN5O3S at a distorted geometry. Source: the Open Molecules 2025 dataset; level of theory: ωB97M-V with the def2-TZVPD basis set.

```
62
C26H23AsCl2HfN5O3S (ωB97M-V with the def2-TZVPD basis set)
Hf 0.4379 0.0006 -0.1095
Cl 6.9876 1.8594 0.4894
C 5.2821 1.9251 0.2732
C 4.6004 0.7865 -0.1358
C 3.2196 0.8249 -0.2784
N 2.3990 -0.2283 -0.6720
C 2.8084 -1.3575 -1.2723
O 3.9321 -1.7890 -1.4410
C 1.6053 -2.1017 -1.8331
C 1.7884 -3.3556 -2.4058
C 0.7088 -4.0021 -2.9811
C -0.5160 -3.3458 -3.0037
C -0.6142 -2.0926 -2.4274
N 0.4117 -1.4762 -1.8332
C 2.5161 2.0403 -0.0627
C 3.2166 3.1780 0.3145
C 4.5895 3.1137 0.5066
Cl 5.4288 4.5182 1.0274
N 1.1427 1.9643 -0.3125
C 0.3568 3.0392 -0.4832
O 0.6256 4.2231 -0.3604
C -1.0372 2.6199 -0.8968
C -1.9544 3.6126 -1.2329
C -3.2280 3.2467 -1.6255
C -3.5367 1.8929 -1.6671
C -2.5630 0.9722 -1.3237
N -1.3266 1.3084 -0.9471
H 5.1385 -0.1196 -0.3580
H 2.7804 -3.7774 -2.3738
H 0.8176 -4.9832 -3.4200
H -1.3853 -3.7936 -3.4576
H -1.5502 -1.5454 -2.4574
H 2.7023 4.1171 0.4262
H -1.6334 4.6422 -1.1751
H -3.9627 3.9908 -1.8887
H -4.5159 1.5556 -1.9628
H -2.7892 -0.0872 -1.3344
O -1.2921 -0.9819 0.5208
N -1.4539 -2.3162 0.5455
C -2.6630 -2.8392 0.2786
C -2.8694 -4.1932 0.2907
C -1.7941 -5.0414 0.5813
C -0.5651 -4.4959 0.8483
C -0.3801 -3.1040 0.8370
S 1.1056 -2.3477 1.1506
H -3.4463 -2.1246 0.0760
H -3.8494 -4.5863 0.0777
H -1.9332 -6.1092 0.5997
H 0.2998 -5.1033 1.0686
C 0.8377 2.5238 3.2147
As 0.8174 0.6789 2.4964
C 2.6854 0.2063 2.9275
C -0.0784 -0.1976 4.0435
H 1.4162 2.5654 4.1428
H -0.1778 2.8736 3.4119
H 1.2949 3.1919 2.4852
H 2.8125 0.0607 4.0031
H 3.3453 1.0107 2.5975
H 2.9795 -0.7103 2.4132
H 0.3890 0.1180 4.9835
H 0.0077 -1.2827 3.9496
H -1.1400 0.0640 4.0699
```

Results
Multiplicity: 1
LUMO energy: -0.1295 Eh
Kohn-Sham gap: 6.82 eV
Total charge: +1
E_HOMO: -10.344 eV

Löwdin atomic charge list, values in e, 5 entries: 1.41, 0.71, -0.68, -0.03, -0.23

Record 2
A molecular structure, C26H23AsLiOS. Source: the Open Molecules 2025 dataset; level of theory: ωB97M-V with the def2-TZVPD basis set.

```
53
C26H23AsLiOS (ωB97M-V with the def2-TZVPD basis set)
Li -0.3679 2.1914 -2.4366
C -0.6457 1.4753 4.8035
C -0.0373 1.9653 3.5225
C 1.3244 1.8498 3.2669
C 1.8668 2.3050 2.0739
C 1.0377 2.8883 1.1309
C -0.3251 3.0147 1.3630
C -0.8535 2.5546 2.5527
S 1.7270 3.4299 -0.4278
C 1.5237 5.2109 -0.1916
O 0.6799 3.0486 -1.4535
H 0.0639 0.8984 5.3931
H -1.5148 0.8512 4.5932
H -0.9878 2.3141 5.4121
H 1.9754 1.4001 4.0057
H 2.9269 2.2049 1.8731
H -0.9686 3.4601 0.6140
H -1.9144 2.6612 2.7431
H 0.4988 5.4301 0.0975
H 1.7779 5.7229 -1.1180
H 2.2193 5.5037 0.5942
C -1.3873 -4.2928 -4.3951
C -2.1513 -3.1391 -4.5044
C -1.7253 -1.9711 -3.8938
C -0.5421 -1.9565 -3.1620
C 0.2276 -3.1082 -3.0629
C -0.1981 -4.2746 -3.6829
As -0.0612 -0.2989 -2.2391
C -1.2865 -0.5021 -0.7414
C -2.6463 -0.2341 -0.7268
C -3.3860 -0.4987 0.4173
C -2.7601 -1.0252 1.5390
C -1.3973 -1.2839 1.5345
C -0.6497 -1.0266 0.3910
C 0.7943 -1.2690 0.2256
C 1.6494 -1.7910 1.1894
C 2.9882 -1.9941 0.8885
C 3.4909 -1.6645 -0.3632
C 2.6502 -1.1307 -1.3294
C 1.3081 -0.9429 -1.0372
H -1.7214 -5.2071 -4.8671
H -3.0769 -3.1559 -5.0642
H -2.3145 -1.0648 -3.9880
H 1.1558 -3.1003 -2.5073
H 0.3962 -5.1752 -3.6019
H -3.1359 0.1591 -1.6117
H -4.4506 -0.3060 0.4326
H -3.3430 -1.2406 2.4250
H -0.9288 -1.7026 2.4157
H 1.2772 -2.0598 2.1695
H 3.6483 -2.4144 1.6358
H 4.5364 -1.8315 -0.5860
H 3.0332 -0.8776 -2.3110
```

Results
Multiplicity: 1
LUMO energy: -0.1027 Eh
Kohn-Sham gap: 8.29 eV
Total charge: +1
E_HOMO: -11.082 eV

Löwdin atomic charge list, values in e, 5 entries: 0.59, -0.03, -0.26, -0.02, -0.07

Record 3
A molecular structure, C26H23Br2IrN5O5S2 at a distorted geometry. Source: the Open Molecules 2025 dataset; level of theory: ωB97M-V with the def2-TZVPD basis set.

```
64
C26H23Br2IrN5O5S2 (ωB97M-V with the def2-TZVPD basis set)
Ir -0.0623 0.3946 -0.5789
O -4.3953 -4.1123 0.0212
S -4.3993 -3.0834 1.0250
O -5.6668 -2.5525 1.4464
N -3.3849 -1.8722 0.6029
C -2.3340 -1.8106 1.3675
S -1.0727 -0.6922 1.3711
C -2.3162 -2.8540 2.4723
C -1.3620 -3.0867 3.4498
C -1.6158 -4.0818 4.3828
C -2.7965 -4.8235 4.3389
C -3.7435 -4.5980 3.3461
C -3.4633 -3.6112 2.4233
H -0.4533 -2.5004 3.4715
H -0.8903 -4.2818 5.1579
H -2.9754 -5.5868 5.0849
H -4.6610 -5.1654 3.2987
N 2.0161 -2.0987 0.0424
C 2.2701 -1.0901 0.8517
C 3.2859 -1.2475 1.8333
C 3.5700 -0.2432 2.6955
C 2.8585 0.9534 2.6018
C 1.8908 1.0599 1.6457
N 1.5646 0.0731 0.7634
H 2.6468 -2.8806 0.0639
H 1.3320 -2.0501 -0.7389
H 3.8210 -2.1835 1.8647
H 4.3471 -0.3698 3.4367
H 3.0544 1.7897 3.2515
H 1.3293 1.9630 1.5357
C -1.8351 -1.6094 -2.1787
C -0.4698 -1.3601 -1.5377
O 0.3128 -2.3056 -1.6817
H -1.7140 -2.4314 -2.8871
H -2.2566 -0.7474 -2.6639
H -2.5239 -1.9161 -1.3896
Br -0.7814 2.6471 0.6776
N 0.0800 0.9778 -3.9933
C -0.9207 1.6244 -3.3580
C -1.6327 2.6348 -4.0414
C -2.7399 3.1949 -3.4729
C -3.1760 2.7345 -2.2316
C -2.4240 1.7766 -1.6071
N -1.2811 1.2414 -2.1198
H 0.4602 1.4384 -4.8063
H 0.7603 0.4803 -3.4119
H -1.2864 2.9358 -5.0196
H -3.2815 3.9730 -3.9955
H -4.0634 3.1133 -1.7547
H -2.7185 1.3846 -0.6514
Br 5.5100 1.1931 -0.3204
C 4.1075 2.4665 -0.4718
C 4.2923 3.6664 0.1904
C 3.2961 4.6315 0.1645
C 2.1195 4.3839 -0.5215
C 1.9511 3.1717 -1.1687
C 2.9378 2.1922 -1.1572
C 2.7185 0.9043 -1.8958
O 3.6340 0.4229 -2.5297
O 1.5337 0.3502 -1.8990
H 5.2107 3.8349 0.7324
H 3.4411 5.5641 0.6889
H 1.3186 5.1062 -0.5289
H 1.0267 2.9681 -1.6875
```

Results
Relative energy (zero: lowest compared OMol25 entry of this formula, charge and spin): 13.7 kcal per mole
Multiplicity: 1
LUMO energy: 0.0895 Eh
Kohn-Sham gap: 7.54 eV
Total charge: -1
E_HOMO: -5.105 eV

Löwdin atomic charge list, values in e, 5 entries: 0.97, -0.30, 0.62, -0.30, -0.10